1 | The following is a quantum chemistry calculation of an isolated molecule of C5H9NS, from OMol25.

The highest occupied orbital energy comes out at -8.7 eV. As for the SMILES: C[C@@H]1C(=S)CN1C.

Positions of all 16 atoms, in Å:
C1 0.1928 -1.2963 1.0956
C2 0.1999 -0.8730 -0.3668
C3 -1.5852 0.8571 0.1087
C4 0.6919 1.1374 -0.8627
C5 1.4764 -0.1488 -0.7712
H1 -0.8082 -1.6672 1.3833
H2 0.4729 -0.4583 1.7509
H3 0.9047 -2.1209 1.2717
H4 -0.0420 -1.7044 -1.0269
H5 -1.2488 1.0715 1.1112
H6 -2.0143 1.7683 -0.3445
H7 -2.4043 0.1460 0.1703
H8 0.8097 1.7171 -1.7943
H9 0.8912 1.8004 -0.0045
N1 -0.5430 0.3528 -0.7474
S1 3.0064 -0.5817 -0.9734

Löwdin population analysis, charges in e, atoms 1 to 5: atom 1 (C): -0.0564, atom 2 (C): -0.3596, atom 3 (C): -0.1051, atom 4 (C): -0.1728, atom 5 (C): -0.7505

2 | The following is a quantum chemistry calculation of an isolated molecule of C5H9NS, from OMol25.

The highest occupied orbital energy comes out at -8.6 eV. As for the SMILES: C[C@@H]1NC[C@@H]1C=S.

Positions of all 16 atoms, in Å:
C1 1.4324 1.5774 -0.1918
C2 1.3665 0.3860 0.6712
C3 0.9995 -1.4136 -0.4458
C4 0.0576 -0.5146 0.4821
C5 -1.0135 0.2925 -0.2915
H1 0.9993 2.4987 0.2338
H2 2.4997 2.2015 -0.4988
H3 0.9338 1.3205 -1.1655
H4 1.3841 0.5413 1.6905
H5 2.7292 -0.2069 -0.8622
H6 0.9417 -2.4200 -0.3678
H7 0.7462 -0.9801 -1.5037
H8 -0.6268 -1.0504 1.2240
H9 -0.5102 1.0745 -1.0672
N1 2.2674 -0.7530 0.0946
S1 -2.6265 0.0204 0.0194

Löwdin population analysis, charges in e, atoms 1 to 5: atom 1 (C): -0.1366, atom 2 (C): -0.3503, atom 3 (C): -0.1468, atom 4 (C): -0.2980, atom 5 (C): -0.6291

Which structure is the least stable? The one labeled 2.

1 | The following is a quantum chemistry calculation of an isolated molecule of C5H3NO2, from OMol25.

The highest occupied orbital energy comes out at -10.0 eV. As for the SMILES: O=CC1=CC(=O)C=N1.

Positions of all 11 atoms, in Å:
C1 -0.8910 -1.6920 -0.6528
C2 -0.0103 -0.5633 -0.3330
C3 -0.3945 0.8596 -0.6035
C4 0.4653 1.4957 0.3254
C5 0.9629 0.4653 1.2147
H1 -1.5173 -1.5362 -1.5924
H2 -0.6152 0.9727 -1.7748
H3 1.7406 0.6269 2.0575
N1 0.8070 -0.7416 0.8240
O1 -1.2335 -2.5104 0.3365
O2 0.6860 2.6233 0.1984

Löwdin population analysis, charges in e, atoms 1 to 5: atom 1 (C): -0.1237, atom 2 (C): -0.1969, atom 3 (C): 0.0879, atom 4 (C): -0.5083, atom 5 (C): -0.0585

2 | The following is a quantum chemistry calculation of a cluster of 2 separate species, C5H3NO2 in total, from OMol25.

The highest occupied orbital energy comes out at -10.1 eV.

Positions of all 11 atoms, in Å:
C1 -0.4226 -0.4401 0.6208
C2 0.0017 -1.2139 -0.4278
C3 0.4784 -1.8492 -1.3408
C4 -0.0839 1.0676 0.1720
C5 1.3004 1.4681 -0.3474
H1 -2.0002 1.1007 1.2874
H2 0.4118 -0.8599 1.4412
H3 0.8937 -2.7546 -1.9601
N1 2.2747 2.2486 -0.6315
O1 -1.8700 -0.5715 0.8057
O2 -0.9839 1.8042 0.3806

Löwdin population analysis, charges in e, atoms 1 to 5: atom 1 (C): -0.4239, atom 2 (C): -0.2043, atom 3 (C): 0.1340, atom 4 (C): -0.2995, atom 5 (C): -0.0070

Which structure is the least stable? The one labeled 2.

1 | The following is a quantum chemistry calculation of an isolated molecule of C5H3NO2, from OMol25.

The highest occupied orbital energy comes out at -10.4 eV. As for the SMILES: O=CC1=CC(=O)C=N1.

Positions of all 11 atoms, in Å:
C1 -2.0204 0.2285 -0.0408
C2 -0.6324 0.1386 0.3155
C3 0.1748 -0.9786 0.0988
C4 1.5376 -0.3656 0.0295
C5 1.2077 1.2118 -0.1015
H1 -2.3104 1.4064 -0.3431
H2 -0.0765 -2.0583 0.1117
H3 1.7284 2.1101 -0.4716
N1 -0.0403 1.3811 0.1341
O1 -2.7849 -0.7430 -0.1517
O2 2.7020 -0.8237 -0.1040

Löwdin population analysis, charges in e, atoms 1 to 5: atom 1 (C): -0.2083, atom 2 (C): -0.2653, atom 3 (C): 0.1031, atom 4 (C): -0.2637, atom 5 (C): 0.0050

2 | The following is a quantum chemistry calculation of an isolated molecule of C5H3NO2, from OMol25.

The highest occupied orbital energy comes out at -11.0 eV. As for the SMILES: C#C[C@@](O)(C#N)C=O.

Positions of all 11 atoms, in Å:
C1 0.0232 -0.3275 0.1892
C2 1.2833 -0.1788 -0.7358
C3 -0.8615 0.8281 0.1552
C4 -1.4360 1.8996 0.0347
C5 -0.7964 -1.5308 -0.1479
H1 1.5179 -0.4355 1.4272
H2 1.0801 0.0706 -1.8692
H3 -1.9130 2.7767 -0.1219
N1 -1.7582 -2.2430 -0.2200
O1 0.5087 -0.6146 1.4408
O2 2.3519 -0.2449 -0.1524

Löwdin population analysis, charges in e, atoms 1 to 5: atom 1 (C): -0.5523, atom 2 (C): -0.1001, atom 3 (C): -0.0256, atom 4 (C): 0.1947, atom 5 (C): -0.0999

Which structure is the least stable? The one labeled 2.

1 | The following is a quantum chemistry calculation of an isolated molecule of C5H3NO2, from OMol25.

The highest occupied orbital energy comes out at -9.0 eV.

Positions of all 11 atoms, in Å:
C1 -2.0311 0.0450 -0.1413
C2 -0.4415 -0.7325 -0.0577
C3 0.8634 -1.0099 -0.0704
C4 0.6688 1.0978 -0.0899
C5 -0.6640 0.5607 -0.2466
H1 1.6184 -1.8203 -0.0557
H2 2.4701 0.2492 0.2295
H3 0.9091 2.1754 0.3816
N1 1.5700 0.1007 -0.0077
O1 -3.1920 0.5273 0.0403
O2 -1.7713 -1.1935 0.0179

Löwdin population analysis, charges in e, atoms 1 to 5: atom 1 (C): -0.4428, atom 2 (C): -0.2430, atom 3 (C): -0.0658, atom 4 (C): -0.0353, atom 5 (C): 0.0059

2 | The following is a quantum chemistry calculation of an isolated molecule of C5H3NO2, from OMol25.

The highest occupied orbital energy comes out at -9.8 eV. As for the SMILES: N#C/C=C\C(=O)C=O.

Positions of all 11 atoms, in Å:
C1 0.9158 1.2231 -0.2259
C2 1.3439 -0.1924 -0.0678
C3 0.4938 -0.9980 0.6936
C4 -0.8791 -1.1141 0.2369
C5 -1.6840 -0.1391 -0.2690
H1 1.3945 1.9554 -0.8310
H2 1.0027 -1.7442 1.0555
H3 -1.4559 -1.9636 0.5514
N1 -3.0160 0.2253 -0.4894
O1 0.1659 1.5371 0.7416
O2 2.2126 -0.5998 -0.6863

Löwdin population analysis, charges in e, atoms 1 to 5: atom 1 (C): -0.0689, atom 2 (C): -0.5001, atom 3 (C): 0.0692, atom 4 (C): -0.0659, atom 5 (C): -0.1366

Which structure is the least stable? The one labeled 2.

1 | The following is a quantum chemistry calculation of a structure of composition C6H12N2O, from OMol25.

The highest occupied orbital energy comes out at -6.7 eV.

Positions of all 21 atoms, in Å:
C1 -1.0322 0.0185 0.7121
C2 -0.1133 1.3562 -1.7598
C3 -1.0320 1.2547 1.5773
C4 1.2579 -0.2598 -0.6055
C5 1.5269 -1.1194 0.4288
N1 -2.2356 -0.4052 0.1866
C6 1.8720 -2.3564 0.7101
O1 2.1553 -0.1176 -1.6454
N2 0.0924 0.3824 -0.7133
H1 2.9237 -0.6629 -1.4401
H2 -0.4857 -0.8314 1.1639
H3 -2.4709 -1.3520 0.4621
H4 -2.8981 0.3228 -0.0500
H5 -0.7682 0.9362 -2.5268
H6 -0.5500 2.2822 -1.3701
H7 0.8148 1.6832 -2.2299
H8 -0.0086 1.6334 1.5353
H9 -1.7102 2.0228 1.2056
H10 -1.2732 1.0338 2.6162
H11 2.2597 -2.6174 1.6914
H12 1.6754 -3.2039 0.0513

Löwdin population analysis, charges in e, atoms 1 to 5: atom 1 (C): -0.2821, atom 2 (C): -0.0854, atom 3 (C): -0.0542, atom 4 (C): -0.4261, atom 5 (C): -0.1262

2 | The following is a quantum chemistry calculation of a cluster of 2 separate species, C6H12N2O in total, from OMol25.

The highest occupied orbital energy comes out at -9.1 eV. As for the SMILES: C=C(C)C(N)=O.[H]/N=C\C.

Positions of all 21 atoms, in Å:
C1 0.7964 2.3113 -0.5439
C2 -0.2059 -0.1277 -1.0653
C3 1.0806 0.8439 -0.4564
N1 0.2075 -1.3055 -1.6354
C4 2.3106 0.3509 -0.3491
O1 -1.2382 0.4496 -1.3312
H1 -0.0588 -2.1633 -1.1701
H2 1.1141 -1.3189 -2.0749
H3 0.0030 2.5761 0.1577
H4 1.6837 2.9143 -0.3521
H5 0.4305 2.5717 -1.5380
H6 2.4873 -0.7141 -0.2824
H7 3.1799 0.9864 -0.2345
C5 -2.0665 -0.3758 1.5886
C6 -0.8361 -1.0429 1.0724
N2 -0.5410 -2.2650 1.0580
H8 -1.2900 -2.8790 1.3918
H9 0.0653 -0.2337 0.6364
H10 -2.8197 -1.0999 1.9037
H11 -2.4823 0.2472 0.7950
H12 -1.8203 0.2746 2.4295

Löwdin population analysis, charges in e, atoms 1 to 5: atom 1 (C): -0.0720, atom 2 (C): -0.5394, atom 3 (C): -0.2827, atom 4 (N): 0.1271, atom 5 (C): 0.0346

Which structure is the least stable? The one labeled 1.